Record 1
Here is a molecular structure, C26H55B3Cl38O4S in a non-equilibrium geometry from the Open Molecules 2025 dataset. Energies are from ωB97M-V/def2-TZVPD.

Geometry (Å):
1 C 5.32867 0.37698 -1.37970
2 C 4.45752 -0.42063 -2.37163
3 S 3.86500 0.51982 -3.81217
4 C 3.65132 2.23720 -3.24797
5 B 2.79871 2.43356 -1.94366
6 O 2.32512 3.67779 -1.53230
7 B 1.10657 3.40624 -0.89540
8 O 0.73878 4.07614 0.22777
9 O 0.29758 2.39975 -1.42302
10 B 1.01039 1.20428 -1.35564
11 C 0.40923 -0.24725 -1.49845
12 C -0.50938 -0.49316 -2.73897
13 C -0.29338 -1.94110 -3.22680
14 C -0.31537 0.50208 -3.87929
15 O 2.39823 1.37044 -1.12552
16 H 5.51983 1.39131 -1.72554
17 H 6.30133 -0.10959 -1.28424
18 H 4.88705 0.37235 -0.38613
19 H 5.02570 -1.26787 -2.74849
20 H 3.59247 -0.79775 -1.83293
21 H 3.11540 2.73370 -4.06126
22 H 4.62406 2.73065 -3.19669
23 H 1.16882 4.94703 0.25064
24 H 1.25601 -0.93107 -1.56515
25 H -0.13287 -0.50065 -0.58944
26 H -1.53560 -0.38138 -2.38306
27 H 0.74622 -2.24701 -3.11967
28 H -0.52038 -1.97389 -4.29327
29 H -0.94393 -2.61580 -2.67301
30 H 0.71929 0.56423 -4.22123
31 H -0.91844 0.15350 -4.71677
32 H -0.70005 1.49065 -3.63148
33 C 6.42400 3.90216 -0.30324
34 Cl 6.76285 2.48228 0.68639
35 Cl 6.91616 3.69493 -1.98818
36 H 5.35724 4.09678 -0.27763
37 H 6.97011 4.74329 0.10871
38 C -0.70799 -0.07725 2.76336
39 Cl 0.51185 0.60988 1.69077
40 Cl -2.01191 -0.87161 1.86241
41 H -0.23611 -0.80919 3.40839
42 H -1.13066 0.72478 3.35329
43 C -3.77987 -4.33576 0.53264
44 Cl -2.76720 -5.15132 -0.66420
45 Cl -4.65664 -2.97380 -0.17389
46 H -4.49727 -5.04462 0.92256
47 H -3.14629 -3.96301 1.32999
48 C -7.81430 -5.52224 1.39108
49 Cl -6.75768 -4.46235 2.33131
50 Cl -6.98588 -6.17357 -0.03107
51 H -8.12785 -6.34726 2.01920
52 H -8.67294 -4.94989 1.06145
53 C -1.31756 1.89705 -7.64840
54 Cl 0.05515 0.87522 -7.20234
55 Cl -1.96950 2.78788 -6.26691
56 H -0.98900 2.61177 -8.39308
57 H -2.09979 1.26608 -8.05321
58 C -2.34947 -7.99406 -3.19661
59 Cl -3.32621 -7.52582 -4.59287
60 Cl -0.91665 -6.96913 -3.02166
61 H -2.95453 -7.89633 -2.30208
62 H -2.03690 -9.02645 -3.32325
63 C -2.21233 -0.63727 6.27840
64 Cl -3.16069 -0.16958 4.86213
65 Cl -0.78200 0.39409 6.42590
66 H -2.83383 -0.53190 7.15975
67 H -1.88556 -1.66497 6.16914
68 C -6.38365 -1.72073 5.99964
69 Cl -8.10597 -1.32964 5.98308
70 Cl -5.69263 -1.60482 7.62408
71 H -6.25838 -2.73682 5.64301
72 H -5.86040 -1.02714 5.35514
73 C -0.57044 4.22359 3.32196
74 Cl -1.00076 3.07738 4.60173
75 Cl -0.55703 5.89265 3.91037
76 H 0.41800 3.97666 2.95496
77 H -1.29805 4.14148 2.52332
78 C -5.33002 1.15746 1.33349
79 Cl -5.80981 -0.06022 2.53318
80 Cl -5.31191 2.80376 1.97118
81 H -4.33080 0.91455 0.98977
82 H -6.03274 1.11592 0.51029
83 C 4.23384 3.92479 3.84011
84 Cl 4.74732 4.81951 2.40177
85 Cl 2.80817 2.92509 3.51726
86 H 5.04858 3.28484 4.15640
87 H 3.99560 4.64585 4.61667
88 C 6.73582 5.99115 6.43401
89 Cl 7.03791 4.26977 6.68419
90 Cl 5.06249 6.30170 5.95070
91 H 6.93136 6.51913 7.35940
92 H 7.39193 6.34788 5.64914
93 C -7.28301 2.66073 6.17019
94 Cl -6.51317 1.53677 5.04489
95 Cl -6.99783 2.21497 7.85807
96 H -6.87694 3.65092 6.00040
97 H -8.35092 2.65495 5.98622
98 C 5.54030 -0.15663 6.52823
99 Cl 6.57707 -0.92687 5.32295
100 Cl 4.69769 1.25011 5.86734
101 H 4.80159 -0.87512 6.86222
102 H 6.15518 0.16595 7.36005
103 C 7.81298 1.10591 -3.84230
104 Cl 8.16635 -0.25828 -2.77451
105 Cl 8.53823 0.89787 -5.44012
106 H 6.73514 1.18082 -3.95760
107 H 8.21186 2.00774 -3.39246
108 C -8.50647 -9.29101 -1.93566
109 Cl -8.19545 -10.60588 -0.79503
110 Cl -8.00864 -9.70582 -3.57964
111 H -9.56924 -9.08114 -1.93969
112 H -7.95117 -8.41717 -1.61585
113 C -3.77570 -12.25412 -2.60472
114 Cl -5.24887 -11.50251 -3.21847
115 Cl -2.36794 -11.20126 -2.82314
116 H -3.89771 -12.45021 -1.54631
117 H -3.60327 -13.17916 -3.14173
118 C 4.98869 7.01323 -3.79958
119 Cl 5.77861 6.01930 -5.03367
120 Cl 5.31289 6.41230 -2.17247
121 H 5.36712 8.02532 -3.87666
122 H 3.92023 6.99800 -3.97260
123 C 2.13261 5.61754 -6.30235
124 Cl 1.40037 5.26382 -7.86694
125 Cl 1.96993 7.32857 -5.88159
126 H 1.63843 5.02442 -5.54091
127 H 3.18794 5.37277 -6.34927

lowest unoccupied orbital energy	0.20	eV
spin multiplicity	1
HOMO	-8.305	eV

Record 2
Here is a molecular structure, F10KN5O20S10 in a non-equilibrium geometry from the Open Molecules 2025 dataset. Energies are from ωB97M-V/def2-TZVPD.

Geometry (Å):
1 K -0.34734 -1.79528 -0.44830
2 N -0.80538 2.87946 0.42625
3 S 0.59060 2.77256 -0.06807
4 O 1.02485 1.48253 -0.58254
5 O 1.55548 3.63209 0.63460
6 F 0.36568 3.74160 -1.31453
7 S -0.54826 1.56048 1.60131
8 O 0.32684 1.87953 2.78537
9 O -0.52629 0.16535 1.16922
10 F -2.02650 1.52935 2.24123
11 N 4.49394 -0.91004 0.48627
12 S 3.97911 0.52662 1.16012
13 O 2.56242 0.57238 1.71893
14 O 4.43617 1.75065 0.55193
15 F 4.85507 0.53478 2.51298
16 S 3.71796 -0.79391 -0.73774
17 O 4.06958 0.36209 -1.62418
18 O 2.27466 -1.19347 -0.63879
19 F 4.34907 -2.02955 -1.53672
20 N -0.83092 1.62675 -3.98456
21 S -0.50611 -0.14119 -4.38153
22 O 0.85097 -0.65626 -4.13386
23 O -1.32093 -0.84737 -5.40399
24 F -1.23002 -0.58293 -2.95204
25 S 0.42211 2.01646 -4.51277
26 O 0.89683 1.61633 -5.82348
27 O 1.40379 2.52095 -3.51190
28 F -0.15484 3.46343 -4.94961
29 N 1.14309 -3.69180 4.76126
30 S 0.16105 -3.04038 3.50424
31 O 0.61697 -2.82928 2.18093
32 O -0.81573 -2.04095 3.98110
33 F -0.72439 -4.36677 3.20917
34 S 2.09525 -2.58441 4.70563
35 O 1.51827 -1.21589 4.86657
36 O 3.21871 -2.69468 3.75073
37 F 2.83411 -2.80141 6.11434
38 N -4.85798 0.87218 -1.18585
39 S -4.54629 -0.78189 -1.54280
40 O -5.65978 -1.73112 -1.38566
41 O -3.17911 -1.24822 -1.25907
42 F -4.55736 -0.54179 -3.14749
43 S -5.24190 0.61237 0.28123
44 O -4.33326 -0.23491 1.09552
45 O -6.64802 0.54261 0.54053
46 F -4.90217 2.09296 0.84603

lowest unoccupied orbital energy	6.97	eV
energy above the lowest of the compared OMol25 structures with the same formula, charge and spin	9.868	eV
total charge	-4
spin multiplicity	1
HOMO	0.362	eV

The calculation returns the following orbital gap values, one per record and in order: 8.50; 6.61 eV.